[1]
Entry from the Open Molecules 2025 dataset: a structure of composition C6H12O2 (ωB97M-V with the def2-TZVPD basis set).

Element x y z (Å)
C  2.241  0.513  0.404
C  1.289  -0.454  0.568
C  0.010  0.020  -0.033
C  -0.310  1.342  -0.448
C  -1.091  -0.868  0.226
C  -2.127  -0.575  -0.822
H  3.279  0.420  0.798
H  1.887  1.590  0.437
H  2.248  0.981  -0.696
H  1.160  -0.911  1.521
H  2.041  -0.981  -1.168
H  -1.630  1.582  -0.395
H  0.284  2.206  -0.497
H  -0.497  -1.877  0.249
H  -2.864  -1.576  -1.058
H  -2.796  0.347  -0.381
H  -1.508  -0.183  -1.831
H  -2.193  0.348  1.737
O  1.877  -1.588  -0.366
O  -1.301  -0.338  1.755

Forces on atoms 1 to 2 (eV/Å):
4.33 7.65 -2.14
-0.91 -3.28 -3.36

[2]
Entry from the Open Molecules 2025 dataset: a cluster of 2 separate species, C6H12O2 in total (ωB97M-V with the def2-TZVPD basis set).

Calculated values
SMILES string   C=C(O)/C=C/CC.O

Element x y z (Å)
C  0.623  -1.850  2.755
C  -0.218  -1.790  1.700
O  -1.179  -2.749  1.673
C  -0.172  -0.754  0.673
C  -0.726  -0.823  -0.524
C  -0.819  0.319  -1.533
C  -1.957  0.225  -2.600
H  0.446  -2.347  3.686
H  1.683  -1.583  2.632
H  -1.891  -2.661  1.006
H  0.334  0.118  1.057
H  -1.261  -1.697  -0.947
H  -0.897  1.137  -0.822
H  0.050  0.505  -2.190
H  -1.659  -0.208  -3.530
H  -2.753  -0.457  -2.217
H  -2.516  1.157  -2.810
O  4.133  4.530  0.307
H  3.770  4.113  1.096
H  5.009  4.814  0.587

Forces on atoms 1 to 2 (eV/Å):
1.15 0.42 -0.74
0.19 -0.80 0.93

[3]
Entry from the Open Molecules 2025 dataset: a cluster of 2 separate species, C6H12O2 in total (ωB97M-V with the def2-TZVPD basis set).

Calculated values
SMILES string   C=C(C)CCC=O.O

Element x y z (Å)
C  -1.405  2.658  1.660
C  -0.956  1.561  1.056
C  -1.563  0.261  1.537
C  0.354  1.583  0.322
C  0.896  0.319  -0.219
C  0.213  -0.339  -1.497
O  0.451  -1.467  -1.920
H  -2.058  2.547  2.468
H  -1.261  3.681  1.582
H  -0.576  -0.293  1.858
H  -2.074  -0.073  0.614
H  -2.282  0.318  2.328
H  0.469  2.443  -0.485
H  1.090  2.105  1.004
H  0.670  -0.424  0.668
H  1.901  0.397  -0.291
H  -0.544  0.239  -1.871
O  1.563  -3.660  -0.883
H  2.338  -3.170  -1.287
H  0.977  -3.009  -1.326

Forces on atoms 1 to 2 (eV/Å):
-0.46 -1.01 -0.13
-0.28 1.52 1.81

[4]
Entry from the Open Molecules 2025 dataset: a cluster of 2 separate species, C6H12O2 in total (ωB97M-V with the def2-TZVPD basis set).

Calculated values
2S+1   2
Charge   +1

Element x y z (Å)
O  1.833  -1.520  -1.693
C  0.829  -1.773  -2.347
O  0.869  -2.549  -3.495
C  -0.515  -1.105  -2.027
H  1.813  -2.799  -3.480
H  -1.407  -1.599  -2.529
H  -0.495  -0.041  -2.278
H  -0.619  -1.243  -0.919
C  -1.009  -0.326  2.125
C  -0.708  0.896  1.114
C  0.089  2.022  1.713
C  1.246  2.436  1.176
H  -1.627  -0.079  3.013
H  -1.540  -1.120  1.561
H  -0.082  -0.784  2.493
H  -1.677  1.303  0.783
H  -0.203  0.535  0.187
H  -0.284  2.460  2.678
H  1.837  3.242  1.706
H  1.650  2.046  0.219

Forces on atoms 1 to 2 (eV/Å):
-1.43 -0.66 -0.83
0.61 0.84 -0.70

[5]
Entry from the Open Molecules 2025 dataset: a cluster of 2 separate species, C6H12O2S in total (ωB97M-V with the def2-TZVPD basis set).

Element x y z (Å)
C  0.557  -1.334  -0.006
C  -1.085  0.976  -0.059
C  0.506  -1.694  1.510
C  1.775  -0.619  -0.578
C  -0.270  1.961  0.713
C  -1.030  0.855  -1.540
O  -3.029  -0.573  -0.330
O  -0.240  -1.794  -0.791
S  -2.237  0.040  0.690
H  -0.615  -1.662  1.665
H  1.193  -1.000  2.019
H  0.947  -2.743  1.486
H  1.688  -0.180  -1.616
H  2.681  -1.322  -0.467
H  2.198  0.201  -0.055
H  -0.879  2.521  1.654
H  0.214  2.746  0.043
H  0.421  1.364  1.349
H  0.129  0.633  -1.706
H  -1.340  1.725  -2.199
H  -1.586  -0.101  -1.782

Forces on atoms 1 to 2 (eV/Å):
0.76 -0.61 -0.58
-2.07 0.58 0.65

[6]
Entry from the Open Molecules 2025 dataset: an isolated molecule of C6H12O3S2 (ωB97M-V with the def2-TZVPD basis set).

Calculated values
SMILES string   COC(=S)C(OC)(OC)SC

Element x y z (Å)
C  -0.426  -2.873  -1.393
O  -0.190  -1.554  -0.991
C  -0.549  -1.076  0.120
S  -1.243  -1.918  1.263
C  -0.034  0.628  0.078
O  -0.480  1.254  -1.066
C  -1.814  1.768  -1.027
O  -0.470  1.024  1.292
C  0.039  2.258  1.846
S  1.781  0.657  -0.331
C  2.556  -0.848  0.290
H  -0.236  -2.921  -2.469
H  -1.500  -3.140  -1.214
H  0.255  -3.713  -0.925
H  -1.986  2.205  0.059
H  -2.501  0.884  -1.245
H  -1.728  2.760  -1.670
H  1.072  2.290  1.983
H  -0.262  2.482  2.963
H  -0.276  3.170  1.192
H  2.595  -1.726  -0.376
H  1.810  -1.085  1.135
H  3.586  -0.528  0.487

Forces on atoms 1 to 2 (eV/Å):
-0.32 -2.70 0.02
1.53 -0.32 -3.08

[7]
Entry from the Open Molecules 2025 dataset: an isolated molecule of C6H12O4 (ωB97M-V with the def2-TZVPD basis set).

Calculated values
SMILES string   COC(=O)C[C@@](C)(O)OC

Element x y z (Å)
C  -0.891  0.973  2.463
O  -0.276  0.003  1.641
C  0.850  0.385  1.005
O  1.252  1.502  0.864
C  1.375  -0.807  0.308
C  0.452  -0.679  -0.970
C  1.422  -0.442  -2.120
O  -0.314  -1.826  -1.041
O  -0.379  0.512  -1.025
C  -1.766  0.535  -0.730
H  -1.965  0.801  2.449
H  -0.658  1.974  2.094
H  -0.511  0.863  3.482
H  2.426  -0.717  0.061
H  1.176  -1.732  0.844
H  0.880  -0.305  -3.051
H  1.953  0.476  -1.887
H  2.115  -1.272  -2.217
H  -0.759  -1.948  -0.193
H  -2.063  -0.170  0.054
H  -2.348  0.322  -1.632
H  -1.972  1.552  -0.398

Forces on atoms 1 to 2 (eV/Å):
-0.18 0.58 0.29
0.04 -0.08 0.66

[8]
Entry from the Open Molecules 2025 dataset: an isolated molecule of C6H12O5 (ωB97M-V with the def2-TZVPD basis set).

Calculated values
SMILES string   O[C@H]1[C@@H](O)[C@@H](O)C[C@H](O)[C@H]1O

Element x y z (Å)
O  2.284  -0.992  -1.014
C  1.163  -0.217  -0.834
C  -0.013  -1.133  -0.494
O  0.451  -1.750  0.693
C  -1.399  -0.454  -0.330
O  -2.473  -1.217  0.138
C  -1.232  0.721  0.667
C  -0.072  1.646  0.293
O  -0.659  2.154  -0.858
C  1.321  0.879  0.316
O  1.610  0.374  1.578
H  2.365  -1.434  -0.190
H  0.874  0.312  -1.727
H  -0.166  -1.888  -1.396
H  -0.126  -2.513  0.938
H  -1.707  -0.162  -1.297
H  -2.470  -2.148  -0.173
H  -1.156  0.351  1.717
H  -2.104  1.327  0.601
H  0.244  2.464  1.050
H  0.048  2.573  -1.341
H  2.061  1.637  -0.018
H  1.157  -0.529  1.681

Forces on atoms 1 to 2 (eV/Å):
0.63 0.36 -1.46
-1.10 1.29 1.33

[9]
Entry from the Open Molecules 2025 dataset: a structure of composition C6H12O6Rb (ωB97M-V with the def2-TZVPD basis set).

Calculated values
Charge   +1

Element x y z (Å)
Rb  10.132  19.920  -14.503
C  15.130  23.623  -11.131
O  16.197  22.663  -11.368
C  15.825  21.513  -12.023
O  14.862  21.396  -12.792
O  16.785  20.717  -11.806
C  16.947  19.574  -12.631
H  14.215  23.341  -11.654
H  15.324  24.588  -11.599
H  14.958  23.843  -10.078
H  16.298  18.720  -12.439
H  17.959  19.253  -12.387
H  17.006  19.862  -13.681
C  10.572  18.741  -8.705
O  9.754  17.510  -8.920
C  9.957  16.731  -9.945
O  10.719  16.927  -10.934
O  9.112  15.745  -9.872
C  8.969  14.715  -10.898
H  10.452  19.010  -7.655
H  10.072  19.458  -9.356
H  11.614  18.678  -9.019
H  7.969  14.282  -10.924
H  9.633  13.864  -10.739
H  9.181  15.159  -11.870

Forces on atoms 1 to 2 (eV/Å):
0.13 -0.07 0.12
-0.23 0.44 -0.91

[10]
Entry from the Open Molecules 2025 dataset: a structure of composition C6H12O6V (ωB97M-V with the def2-TZVPD basis set).

Calculated values
2S+1   3
Charge   -3

Element x y z (Å)
V  8.221  5.777  -22.212
O  7.331  7.329  -20.921
C  7.859  8.677  -21.211
C  9.237  8.685  -22.045
O  9.482  7.533  -22.840
H  7.892  9.236  -20.276
H  7.190  9.205  -21.890
H  10.101  8.708  -21.381
H  9.152  9.658  -22.530
O  6.980  6.135  -23.996
C  5.717  5.508  -23.929
C  5.406  4.826  -22.507
O  6.504  4.383  -21.693
H  5.596  4.721  -24.673
H  4.976  6.223  -24.285
H  4.671  4.026  -22.596
H  4.914  5.517  -21.823
O  9.516  4.384  -23.275
C  10.474  3.732  -22.410
C  10.538  4.304  -20.911
O  9.410  5.111  -20.485
H  11.454  3.810  -22.881
H  10.240  2.668  -22.421
H  11.470  4.840  -20.738
H  10.710  3.401  -20.325

Forces on atoms 1 to 2 (eV/Å):
-0.45 0.44 0.05
1.74 1.55 -1.28

[11]
Entry from the Open Molecules 2025 dataset: a cluster of 2 separate species, C6H12OP in total (ωB97M-V with the def2-TZVPD basis set).

Calculated values
Charge   +1

Element x y z (Å)
C  -0.101  0.959  2.195
C  -0.577  1.869  1.380
C  0.292  -0.331  1.543
C  -0.453  1.690  -0.063
C  2.967  -0.541  -0.482
C  -3.871  0.026  -0.062
O  1.701  0.175  -0.760
P  0.153  -0.141  -0.295
H  -0.156  0.913  3.237
H  -0.909  2.859  1.664
H  1.313  -0.517  1.838
H  -0.471  -0.975  1.853
H  -1.446  1.991  -0.563
H  0.344  2.351  -0.442
H  2.946  -0.765  0.656
H  3.858  -0.047  -0.898
H  2.809  -1.553  -0.967
H  -4.471  0.943  0.207
H  -2.915  -0.073  0.301
H  -4.229  -0.709  -0.722

Forces on atoms 1 to 2 (eV/Å):
-0.45 -0.53 -1.71
0.43 1.19 0.57

[12]
Entry from the Open Molecules 2025 dataset: a cluster of 2 separate species, C6H12OP in total (ωB97M-V with the def2-TZVPD basis set).

Calculated values
2S+1   3
Charge   +1

Element x y z (Å)
C  -1.537  0.347  1.127
C  -1.076  0.883  0.010
C  -0.611  -0.540  1.983
C  0.223  0.457  -0.344
C  2.156  1.973  2.074
C  -0.365  -1.953  -3.244
O  1.425  0.972  2.111
P  0.940  -0.512  1.040
H  -2.542  0.554  1.579
H  -1.496  1.660  -0.557
H  -0.562  -0.136  3.058
H  -1.046  -1.519  2.274
H  0.083  -0.333  -1.224
H  0.988  1.145  -0.744
H  2.036  2.699  1.224
H  0.450  -1.248  -3.501
H  2.920  2.240  2.853
H  -0.058  -2.989  -3.349
H  -1.107  -2.000  -4.071
H  -0.822  -1.701  -2.297

Forces on atoms 1 to 2 (eV/Å):
-1.24 -0.39 1.70
-0.57 0.25 1.90

Values for relative energy (zero: lowest compared OMol25 entry of this formula, charge and spin), kJ/mol, ordered as above
768.5; 284.6; 370.0; 160.7; 372.5; 179.1; 159.8; 122.5; 164.7; 179.5; 383.1; 131.4
Values for largest force on an atom, eV/A, ordered as above
9.045; 2.574; 5.067; 5.227; 3.640; 4.149; 1.005; 3.551; 4.455; 3.601; 3.921; 6.270